[1]
Molecular formula: CHBrF3NO2S
Method: DFT, ωB97M-V/def2-TZVPD

Its HOMO energy is -9.9 eV. The calculation puts the electronic energy at -95662.3211 eV. The calculation puts the HOMO-LUMO gap at 8.07 eV. The calculation puts the molar mass at 227.99 g mol⁻¹.

Each line ends with the Löwdin charge.
Cartesian coordinates (Å):
C: 1.67 -0.17 -0.07  -0.6181
N: -2.73 0.14 -0.33  -0.4565
O: -0.65 -1.18 0.27  -0.5206
O: -0.35 1.21 1.15  -0.7299
F: 1.13 -0.13 -1.26  0.1110
F: 2.46 0.95 0.22  0.0477
F: 2.63 -1.13 0.07  0.0775
S: 0.08 -0.38 1.18  0.9223
Br: -1.68 1.39 -0.41  1.2010
H: -2.56 -0.70 -0.82  -0.0344

[2]
Molecular formula: CHCdO2
Method: DFT, ωB97M-V/def2-TZVPD

As for the charge: +2. Its HOMO energy (alpha / beta) is -22.5 / -22.9 eV. For the energy relative to the best compared isomer or geometry (same formula, charge and spin), the calculation gives 0.0 kcal/mol. The calculation puts the electronic energy at -9685.6241 eV. As for the multiplicity: 2. The calculation puts the HOMO-LUMO gap (alpha / beta) at 8.19 / 8.59 eV. The calculation puts the molar mass at 157.43 g mol⁻¹.

Each line ends with the Löwdin charge.
Cartesian coordinates (Å):
O: 0.38 1.14 -1.05  0.1974
C: -0.22 0.06 -0.93  -0.0862
O: -0.06 -0.31 0.29  -0.2266
Cd: -0.77 -1.86 1.46  1.7519
H: 0.68 0.97 0.23  0.3636

[3]
Molecular formula: CHCl2F
Method: DFT, ωB97M-V/def2-TZVPD

Its HOMO energy is -11.5 eV. For the energy relative to the best compared isomer or geometry (same formula, charge and spin), the calculation gives 0.0 kcal/mol. The calculation puts the electronic energy at -28815.4149 eV. The calculation puts the HOMO-LUMO gap at 12.38 eV. The calculation puts the molar mass at 102.92 g mol⁻¹.

Each line ends with the Löwdin charge.
Cartesian coordinates (Å):
C: 0.09 -0.04 -0.08  -1.1761
H: 1.11 -0.41 -0.05  0.0584
F: -0.32 0.16 -1.34  -0.0778
Cl: 0.09 1.51 0.77  0.5942
Cl: -0.96 -1.22 0.70  0.6013

[4]
Molecular formula: CHCl3
Method: DFT, ωB97M-V/def2-TZVPD

Its HOMO energy is -11.2 eV. For the energy relative to the best compared isomer or geometry (same formula, charge and spin), the calculation gives 0.1 kcal/mol. The calculation puts the electronic energy at -38620.3512 eV. The calculation puts the HOMO-LUMO gap at 11.92 eV. The calculation puts the molar mass at 119.38 g mol⁻¹.

Each line ends with the Löwdin charge.
Cartesian coordinates (Å):
C: 0.02 0.07 -0.08  -1.5682
Cl: 1.17 0.38 1.22  0.5139
Cl: -1.61 0.47 0.42  0.5326
Cl: 0.11 -1.61 -0.64  0.5138
H: 0.31 0.68 -0.93  0.0079

[5]
Molecular formula: CHCl3
Method: DFT, ωB97M-V/def2-TZVPD

Its HOMO energy is -11.2 eV. For the energy relative to the best compared isomer or geometry (same formula, charge and spin), the calculation gives 9.2 kcal/mol. The calculation puts the electronic energy at -38619.9544 eV. The calculation puts the HOMO-LUMO gap at 11.79 eV. The calculation puts the molar mass at 119.38 g mol⁻¹.

Each line ends with the Löwdin charge.
Cartesian coordinates (Å):
C: 15.21 2.06 -6.08  -1.5637
Cl: 14.13 0.72 -5.75  0.5163
Cl: 16.12 2.57 -4.70  0.5673
Cl: 14.23 3.35 -6.92  0.4807
H: 15.88 1.44 -6.66  -0.0006

[6]
Molecular formula: CHCl3N2
Method: DFT, ωB97M-V/def2-TZVPD

Its HOMO energy (alpha / beta) is -7.7 / -7.7 eV. For the energy relative to the best compared isomer or geometry (same formula, charge and spin), the calculation gives 64.4 kcal/mol. The calculation puts the electronic energy at -41594.8062 eV. The calculation puts the HOMO-LUMO gap (alpha / beta) at 7.31 / 7.31 eV. The calculation puts the molar mass at 147.39 g mol⁻¹.

Each line ends with the Löwdin charge.
Cartesian coordinates (Å):
C: -0.03 -0.39 -0.08  -0.8247
N: -1.41 0.89 0.06  -0.6036
N: 1.20 0.10 -0.12  -0.4635
Cl: -0.37 -2.00 0.03  0.7265
Cl: -2.84 0.08 0.01  0.3974
Cl: 1.44 1.79 0.03  0.6706
H: 2.01 -0.47 0.07  0.0974

[7]
Molecular formula: CHCl3N2O
Method: DFT, ωB97M-V/def2-TZVPD

Its HOMO energy is -9.8 eV. For the energy relative to the best compared isomer or geometry (same formula, charge and spin), the calculation gives 0.0 kcal/mol. The calculation puts the electronic energy at -43645.2101 eV. The calculation puts the HOMO-LUMO gap at 9.32 eV. The calculation puts the molar mass at 163.39 g mol⁻¹.

Each line ends with the Löwdin charge.
Cartesian coordinates (Å):
C: 0.05 0.56 0.00  -0.7918
N: -1.17 -0.04 0.00  -0.3891
N: 1.10 -0.35 0.00  -0.8992
O: 0.26 1.74 0.00  0.0334
Cl: -2.58 0.94 0.00  0.6752
Cl: 0.93 -2.06 0.00  0.6561
Cl: 2.70 0.25 0.00  0.6723
H: -1.31 -1.03 0.00  0.0431

[8]
Molecular formula: CHCl3N4
Method: DFT, ωB97M-V/def2-TZVPD

Its HOMO energy is -9.1 eV. For the energy relative to the best compared isomer or geometry (same formula, charge and spin), the calculation gives 39.2 kcal/mol. The calculation puts the electronic energy at -44573.5275 eV. The calculation puts the HOMO-LUMO gap at 8.50 eV. The calculation puts the molar mass at 175.41 g mol⁻¹.

Each line ends with the Löwdin charge.
Cartesian coordinates (Å):
C: -0.15 -0.34 0.35  0.0869
N: 0.19 -1.45 0.52  -0.2252
N: 2.07 1.01 -0.04  -0.5486
N: 0.61 -2.50 0.80  -0.3620
N: 2.62 0.41 -0.88  -0.4503
Cl: 2.71 1.29 1.53  0.5526
Cl: 2.22 -3.11 0.29  0.4513
Cl: 4.23 -0.34 -0.70  0.4501
H: -0.82 0.19 -0.21  0.0452

[9]
Molecular formula: CHCl4Cr
Method: DFT, ωB97M-V/def2-TZVPD

As for the charge: +1. Its HOMO energy (alpha / beta) is -14.3 / -14.3 eV. For the energy relative to the best compared isomer or geometry (same formula, charge and spin), the calculation gives 49.5 kcal/mol. The calculation puts the electronic energy at -79552.5621 eV. As for the multiplicity: 5. The calculation puts the HOMO-LUMO gap (alpha / beta) at 6.59 / 7.34 eV. The calculation puts the molar mass at 206.83 g mol⁻¹.

Each line ends with the Löwdin charge.
Cartesian coordinates (Å):
Cr: 2.19 -1.51 -0.64  0.7561
Cl: 0.92 -0.76 -1.65  0.4004
C: -0.51 0.39 0.39  -1.6272
Cl: -2.07 -0.17 -0.21  0.5665
Cl: -0.57 0.18 2.15  0.5475
Cl: -0.23 2.10 -0.01  0.5632
H: 0.28 -0.23 -0.03  -0.2065

[10]
Molecular formula: CHCl4Cr
Method: DFT, ωB97M-V/def2-TZVPD

As for the charge: +1. Its HOMO energy (alpha / beta) is -13.8 / -13.8 eV. For the energy relative to the best compared isomer or geometry (same formula, charge and spin), the calculation gives 11.7 kcal/mol. The calculation puts the electronic energy at -79554.1990 eV. As for the multiplicity: 5. The calculation puts the HOMO-LUMO gap (alpha / beta) at 5.53 / 6.74 eV. The calculation puts the molar mass at 206.83 g mol⁻¹.

Each line ends with the Löwdin charge.
Cartesian coordinates (Å):
Cr: -1.35 -2.74 1.76  0.8823
Cl: -1.41 -0.90 1.04  0.2819
C: 0.41 0.70 -0.53  -1.5900
Cl: 0.48 2.45 -0.24  0.5642
Cl: 1.65 -0.07 0.44  0.5086
Cl: 0.77 0.25 -2.25  0.5155
H: -0.55 0.31 -0.21  -0.1625

[11]
Molecular formula: CHClF2N2
Method: DFT, ωB97M-V/def2-TZVPD

Its HOMO energy is -8.9 eV. For the energy relative to the best compared isomer or geometry (same formula, charge and spin), the calculation gives 58.0 kcal/mol. The calculation puts the electronic energy at -21983.8425 eV. The calculation puts the HOMO-LUMO gap at 9.11 eV. The calculation puts the molar mass at 114.48 g mol⁻¹.

Each line ends with the Löwdin charge.
Cartesian coordinates (Å):
C: 0.52 1.72 -0.11  -0.7740
N: 1.06 0.62 -0.18  0.0932
N: -0.10 -1.41 0.08  -0.1159
F: -0.67 -1.88 -0.99  0.0237
F: -1.10 -0.91 0.95  -0.0459
Cl: -0.48 2.90 0.17  0.8218
H: 0.75 -1.02 0.08  -0.0028

[12]
Molecular formula: CHClF2O
Method: DFT, ωB97M-V/def2-TZVPD

Its HOMO energy is -11.6 eV. For the energy relative to the best compared isomer or geometry (same formula, charge and spin), the calculation gives 47.3 kcal/mol. The calculation puts the electronic energy at -21056.3782 eV. The calculation puts the HOMO-LUMO gap at 11.93 eV. The calculation puts the molar mass at 102.47 g mol⁻¹.

Each line ends with the Löwdin charge.
Cartesian coordinates (Å):
C: -0.27 -0.15 0.08  -1.0018
O: 0.78 -0.77 -0.28  0.1348
F: 0.04 1.48 -0.86  -0.3395
F: -0.34 0.32 1.29  0.0926
Cl: -1.77 -0.60 -0.33  0.9443
H: 1.55 -0.29 0.10  0.1696

[13]
Molecular formula: CHClF3N
Method: DFT, ωB97M-V/def2-TZVPD

Its HOMO energy is -11.5 eV. For the energy relative to the best compared isomer or geometry (same formula, charge and spin), the calculation gives 88.9 kcal/mol. The calculation puts the electronic energy at -23212.1526 eV. The calculation puts the HOMO-LUMO gap at 11.35 eV. The calculation puts the molar mass at 119.47 g mol⁻¹.

Each line ends with the Löwdin charge.
Cartesian coordinates (Å):
C: -0.42 -0.35 0.04  -0.8299
N: 0.41 0.76 0.30  -0.1020
F: 0.22 -1.47 -0.31  -0.0129
F: 1.60 0.43 0.95  0.0153
F: 0.85 1.19 -0.96  -0.0352
Cl: -1.59 -0.79 1.26  0.6981
H: -1.07 0.22 -1.30  0.2667

[14]
Molecular formula: CHClFNO2
Method: DFT, ωB97M-V/def2-TZVPD

Its HOMO energy is -11.2 eV. For the energy relative to the best compared isomer or geometry (same formula, charge and spin), the calculation gives 7.0 kcal/mol. The calculation puts the electronic energy at -21874.5130 eV. The calculation puts the HOMO-LUMO gap at 11.53 eV. The calculation puts the molar mass at 113.48 g mol⁻¹.

Each line ends with the Löwdin charge.
Cartesian coordinates (Å):
C: -0.58 -0.37 -0.18  -0.6395
N: 0.70 0.55 0.27  -0.4489
O: 0.82 0.86 1.40  0.0915
O: 1.28 0.99 -0.64  0.1157
F: -0.33 -0.60 -1.48  0.0098
Cl: -0.55 -1.80 0.80  0.7408
H: -1.35 0.38 -0.17  0.1306

[15]
Molecular formula: CHClN3O
Method: DFT, ωB97M-V/def2-TZVPD

As for the charge: +1. Its HOMO energy is -16.7 eV. For the energy relative to the best compared isomer or geometry (same formula, charge and spin), the calculation gives 0.0 kcal/mol. The calculation puts the electronic energy at -20083.8903 eV. The calculation puts the HOMO-LUMO gap at 10.14 eV. The calculation puts the molar mass at 106.49 g mol⁻¹.

Each line ends with the Löwdin charge.
Cartesian coordinates (Å):
C: -0.99 1.44 0.08  -0.2363
N: 2.75 -0.51 0.20  0.2297
N: 1.70 -0.22 0.07  0.1196
N: -0.82 0.21 0.10  -0.3223
O: -1.02 2.57 0.04  0.3691
Cl: -2.06 -1.01 0.08  0.7900
H: 0.29 -0.10 0.08  0.0503

[16]
Molecular formula: CHClNOP
Method: DFT, ωB97M-V/def2-TZVPD

Its HOMO energy (alpha / beta) is -9.3 / -9.3 eV. For the energy relative to the best compared isomer or geometry (same formula, charge and spin), the calculation gives 44.3 kcal/mol. The calculation puts the electronic energy at -26400.5881 eV. The calculation puts the HOMO-LUMO gap (alpha / beta) at 8.54 / 8.54 eV. The calculation puts the molar mass at 109.45 g mol⁻¹.

Each line ends with the Löwdin charge.
Cartesian coordinates (Å):
C: -0.23 1.36 -0.17  -0.2213
N: 0.69 -0.91 -0.21  -0.3882
O: 0.63 2.08 -0.30  0.1225
P: -0.53 -0.44 0.67  0.2870
Cl: -2.21 -1.09 -0.26  0.1630
H: 1.66 -0.99 0.27  0.0370

[17]
Molecular formula: CHClO3S
Method: DFT, ωB97M-V/def2-TZVPD

Its HOMO energy is -10.5 eV. For the energy relative to the best compared isomer or geometry (same formula, charge and spin), the calculation gives 57.5 kcal/mol. The calculation puts the electronic energy at -30550.9653 eV. The calculation puts the HOMO-LUMO gap at 9.43 eV. The calculation puts the molar mass at 128.54 g mol⁻¹.

Each line ends with the Löwdin charge.
Cartesian coordinates (Å):
C: -1.30 -0.16 0.25  -0.1092
O: -1.79 -0.85 1.07  0.1404
O: 1.57 -1.08 0.43  -0.3453
O: 0.79 0.03 -1.59  -0.3834
S: 0.81 -0.06 -0.15  0.3204
Cl: 1.36 1.77 0.61  0.3214
H: -1.45 0.36 -0.61  0.0558

[18]
Molecular formula: CHClO3S
Method: DFT, ωB97M-V/def2-TZVPD

Its HOMO energy is -11.4 eV. For the energy relative to the best compared isomer or geometry (same formula, charge and spin), the calculation gives 23.5 kcal/mol. The calculation puts the electronic energy at -30552.4404 eV. The calculation puts the HOMO-LUMO gap at 10.63 eV. The calculation puts the molar mass at 128.54 g mol⁻¹.

Each line ends with the Löwdin charge.
Cartesian coordinates (Å):
C: -4.24 -1.89 -0.44  0.0373
O: -3.36 -1.19 -0.26  -0.0479
O: -1.66 2.98 -0.64  -0.4515
O: -1.10 1.84 1.42  -0.4379
S: -1.93 1.87 0.28  0.7323
Cl: -0.35 -0.05 -1.11  0.3329
H: -0.73 -0.84 -0.11  -0.1652

[19]
Molecular formula: CHF2NO2
Method: DFT, ωB97M-V/def2-TZVPD

Its HOMO energy is -10.8 eV. For the energy relative to the best compared isomer or geometry (same formula, charge and spin), the calculation gives 18.0 kcal/mol. The calculation puts the electronic energy at -12069.6516 eV. The calculation puts the HOMO-LUMO gap at 10.32 eV. The calculation puts the molar mass at 97.02 g mol⁻¹.

Each line ends with the Löwdin charge.
Cartesian coordinates (Å):
C: -0.90 -0.15 -0.05  -0.4386
N: 1.51 0.62 0.15  -0.0091
O: 2.68 0.48 0.24  0.0739
O: 0.64 -0.62 -0.08  -0.0825
F: -1.45 -0.58 1.01  0.1685
F: -1.50 -0.71 -1.08  0.1196
H: -0.97 0.96 -0.19  0.1681

[20]
Molecular formula: CHF2NO2
Method: DFT, ωB97M-V/def2-TZVPD

Its HOMO energy is -10.8 eV. For the energy relative to the best compared isomer or geometry (same formula, charge and spin), the calculation gives 21.9 kcal/mol. The calculation puts the electronic energy at -12069.4819 eV. The calculation puts the HOMO-LUMO gap at 11.24 eV. The calculation puts the molar mass at 97.02 g mol⁻¹.

Each line ends with the Löwdin charge.
Cartesian coordinates (Å):
C: -0.75 0.22 0.11  -0.2178
N: 0.95 -0.34 -0.11  -0.3385
O: 0.98 -1.46 -0.58  0.0548
O: 1.80 0.37 0.25  0.1186
F: -1.12 0.82 -1.03  0.1090
F: -0.54 1.10 1.09  0.1150
H: -1.31 -0.70 0.26  0.1589